This record from the OMol25 dataset describes C21H17N5OS in the gas phase at a distorted geometry. The level of theory is wB97M-V/def2-TZVPD.

The geometry in XYZ format:
```
45
Properties=species:S:1:pos:R:3:nbo_charge:R:1
O -0.3867 -0.8350 2.0052 -0.612
C -0.9116 0.0855 1.4172 0.704
C -0.3096 1.4890 1.4659 -0.620
S 1.4899 1.3211 1.2919 0.308
C 1.4650 0.4752 -0.2189 0.182
N 0.4025 0.3056 -0.9585 -0.345
N 0.7725 -0.3709 -2.0587 -0.267
C 2.0460 -0.5873 -1.9902 0.149
N 2.5645 -0.0762 -0.8278 -0.385
C 3.8959 -0.1229 -0.3950 0.097
C 4.2186 -0.3839 0.9332 -0.182
C 5.5564 -0.4263 1.2842 -0.237
C 6.5103 -0.2149 0.2988 0.036
N 6.2039 0.0251 -0.9646 -0.397
C 4.9329 0.0728 -1.3065 0.026
N -2.0410 -0.0384 0.6758 -0.518
C -2.5759 -1.3158 0.3684 0.233
C -3.9566 -1.4840 0.3732 -0.251
C -4.5035 -2.7140 0.0594 -0.205
C -3.6811 -3.7820 -0.2575 -0.222
C -2.3072 -3.6112 -0.2668 -0.190
C -1.7509 -2.3831 0.0400 -0.228
C -2.7120 1.0652 0.0889 0.239
C -2.8193 1.1320 -1.2951 -0.221
C -3.4922 2.1904 -1.8772 -0.202
C -4.0612 3.1769 -1.0876 -0.217
C -3.9562 3.1063 0.2915 -0.198
C -3.2854 2.0511 0.8841 -0.268
H -0.4659 1.9447 2.4433 0.255
H -0.6709 2.1366 0.6706 0.256
H 2.6263 -1.1170 -2.7161 0.212
H 3.4423 -0.5561 1.6627 0.246
H 5.8493 -0.6263 2.3024 0.227
H 7.5675 -0.2396 0.5244 0.198
H 4.7268 0.2824 -2.3482 0.200
H -4.5968 -0.6503 0.6227 0.220
H -5.5764 -2.8383 0.0665 0.213
H -4.1103 -4.7428 -0.4992 0.212
H -1.6617 -4.4382 -0.5225 0.212
H -0.6825 -2.2482 0.0206 0.233
H -2.3546 0.3652 -1.8945 0.240
H -3.5695 2.2476 -2.9524 0.218
H -4.5869 4.0009 -1.5460 0.215
H -4.4024 3.8712 0.9095 0.215
H -3.2078 1.9829 1.9597 0.219
```

Computed properties:
Orbital gap ... 8.7 eV
Multiplicity ... 1
HOMO energy ... -0.30339 Ha
Lowest unoccupied orbital energy ... 0.47 eV
Relative energy (zero: lowest compared OMol25 entry of this formula, charge and spin) ... 15.6 kcal per mole